1.
Below is a single C4H9NO3 molecule, with properties calculated with ωB97M-V/def2-TZVPD.

- HOMO energy (eV) = -10.35
- SMILES string = CC[C@@H](C)OON=O
- multiplicity = 1
- DFT total energy (eV) = -11921.0318
- energy above the lowest of the compared OMol25 structures with the same formula, charge and spin (eV) = 6.510
- charge = 0
- orbital gap (eV) = 10.56

The geometry in XYZ format:
```
17
Properties=species:S:1:pos:R:3:forces:R:3:mulliken_charge:R:1
N -2.98206 -1.13807 -0.73112 -1.101 -0.264 -0.784 0.34
O -3.74945 -1.11502 -1.61458 0.723 0.120 0.243 -0.36
C 0.74489 1.70758 -0.99878 0.318 0.395 -0.166 -1.24
C 0.86738 0.79972 0.20539 0.130 0.075 0.025 -0.62
C 0.17616 -0.56338 0.21869 0.818 0.678 -1.004 0.61
C 0.60324 -1.25793 1.45182 0.549 -0.493 0.548 -1.47
O -1.24116 -0.47767 0.31307 0.383 0.267 -1.028 -0.21
O -1.79513 -0.43726 -1.03471 -0.145 -0.140 1.231 -0.11
H 1.18634 2.68619 -0.74542 -0.239 -0.269 -0.024 0.36
H 1.35095 1.35501 -1.85210 -0.682 -0.069 0.129 0.30
H -0.30832 1.87781 -1.23197 0.179 -0.060 -0.409 0.31
H 1.93149 0.57022 0.33919 -0.123 0.223 0.276 0.30
H 0.48819 1.34888 1.07091 0.225 -0.077 0.193 0.32
H 0.53032 -1.12629 -0.65773 -0.682 -0.045 -0.028 0.33
H 1.69279 -1.27850 1.46692 -0.020 -0.073 0.155 0.39
H 0.26011 -0.67693 2.29354 -0.095 -0.021 0.541 0.39
H 0.24427 -2.27436 1.50689 -0.239 -0.247 0.102 0.36
```
Forces are in eV/Å.

***

2.
Below is C5H5NO as an isolated structure, with properties calculated with ωB97M-V/def2-TZVPD.

- HOMO energy (eV) = -8.66
- multiplicity = 1
- DFT total energy (eV) = -8797.9899
- energy above the lowest of the compared OMol25 structures with the same formula, charge and spin (eV) = 5.429
- charge = 0
- orbital gap (eV) = 9.48

The geometry in XYZ format:
```
12
Properties=species:S:1:pos:R:3:forces:R:3:mulliken_charge:R:1
N -1.05753 -1.76180 -1.33013 0.073 0.337 0.234 -0.73
C -0.69713 -0.77002 -0.62650 -0.151 0.175 -0.144 0.56
C -0.86359 -0.33156 0.78767 -0.371 -0.059 0.145 -0.01
O 0.20859 -0.48231 1.66698 0.115 -0.249 -0.106 -0.38
C 0.30438 0.72802 0.95504 0.162 0.245 0.278 0.04
C 1.20862 0.65620 -0.25905 0.082 0.126 0.002 -0.51
C -0.16142 0.54300 -0.81185 0.231 -0.116 -0.679 -0.50
H -1.84456 -0.09694 1.19159 0.212 0.117 0.097 0.35
H 0.11979 1.66430 1.47415 -0.139 -0.314 -0.025 0.40
H 1.71539 1.57838 -0.52848 -0.028 -0.008 0.252 0.26
H 1.86848 -0.21741 -0.22931 -0.124 0.178 -0.045 0.26
H -0.80103 -1.50986 -2.29011 -0.062 -0.432 -0.008 0.26
```
Forces are in eV/Å.

***

3.
Below is a single CH5NOS3 molecule, with properties calculated with ωB97M-V/def2-TZVPD.

- HOMO energy (eV) = -8.63
- multiplicity = 1
- DFT total energy (eV) = -37159.7908
- energy above the lowest of the compared OMol25 structures with the same formula, charge and spin (eV) = 0.026
- charge = 0
- orbital gap (eV) = 8.55

The geometry in XYZ format:
```
11
Properties=species:S:1:pos:R:3:forces:R:3:mulliken_charge:R:1
C 0.86011 0.38845 1.16060 2.285 1.826 0.684 -0.39
N -0.73959 -0.29400 -1.71767 0.613 -0.877 1.092 -0.49
O 1.23892 -0.61185 0.28573 -2.311 -2.596 3.073 -0.45
S -1.92928 -0.74238 0.89318 -0.795 0.008 0.127 -0.33
S 0.08583 1.79594 0.27571 -0.132 -0.727 0.064 -0.07
S -1.58655 0.56822 -0.49447 1.385 -0.552 0.086 0.22
H 0.13595 -0.01430 1.82266 -0.602 -0.373 0.693 0.30
H 1.79622 0.76633 1.78287 -1.985 -0.309 -1.192 0.27
H 1.72334 -0.25236 -0.36727 2.858 1.985 -3.609 0.33
H -1.46935 -0.50640 -2.43024 1.129 -0.523 0.759 0.27
H -0.11559 -1.09764 -1.21110 -2.444 2.137 -1.779 0.34
```
Forces are in eV/Å.

***

4.
Below is a 8-piece molecular cluster, C21H50NO7S7 overall, with properties calculated with ωB97M-V/def2-TZVPD.

- HOMO energy (eV) = -1.52
- multiplicity = 1
- DFT total energy (eV) = -114241.8099
- energy above the lowest of the compared OMol25 structures with the same formula, charge and spin (eV) = 8.533
- charge = -1
- orbital gap (eV) = 3.32

The geometry in XYZ format:
```
86
Properties=species:S:1:pos:R:3:forces:R:3:mulliken_charge:R:1
N 3.18977 1.95768 5.28638 -1.038 1.746 -0.065 -0.72
C 2.36792 3.20190 4.94992 0.460 -2.103 -0.142 -0.29
C 0.77896 2.68012 4.92577 -1.815 -0.560 0.011 0.19
C 0.50377 1.38354 3.91039 -3.641 1.207 1.882 -0.05
C -1.00689 0.75207 3.81786 1.607 3.798 2.751 -0.41
C -2.19506 1.44924 4.75422 2.980 1.257 0.089 -0.46
C -1.92046 2.74660 5.74873 3.519 -1.615 -2.194 -0.36
C -0.39421 3.37704 5.85918 -0.999 -3.681 -2.960 -0.42
H 3.99840 2.20884 5.89753 -1.277 0.106 -0.718 0.21
H 2.66149 3.51486 3.83973 -1.012 0.142 1.762 0.05
H 2.52248 4.09013 5.69613 -0.638 -1.196 -1.313 0.16
H 1.40766 0.93598 3.27194 -2.149 1.199 1.811 0.26
H -1.23407 -0.16014 3.10761 0.390 1.999 1.669 0.33
H -3.25887 0.95591 4.67441 2.250 1.252 0.320 0.25
H -2.75534 3.25575 6.39418 1.582 -1.340 -1.485 0.26
H -0.13638 4.28861 6.58343 -0.628 -2.306 -1.844 0.22
C 8.40523 2.22298 6.33194 0.101 -0.092 -0.119 -0.97
S 7.07088 3.14186 7.13689 -0.668 -0.215 -0.295 0.35
O 5.77569 2.50189 6.73313 1.274 0.459 0.465 -0.64
C 7.26157 4.64902 6.15481 -0.030 -0.234 0.049 -0.81
H 8.44715 1.22145 6.76570 -0.105 0.149 0.007 0.32
H 8.21212 2.14492 5.25944 -0.096 0.043 0.095 0.30
H 9.35614 2.73193 6.50629 -0.073 0.013 0.030 0.36
H 7.13841 4.42200 5.09289 -0.056 -0.014 0.193 0.32
H 8.24932 5.07969 6.33462 -0.093 -0.023 0.016 0.41
H 6.49476 5.36365 6.46321 0.138 -0.262 -0.014 0.20
C 2.40523 -2.60010 0.12425 0.009 -0.096 -0.124 -0.98
S 1.07088 -1.68122 0.92920 -0.073 0.076 0.011 0.54
O -0.22431 -2.32119 0.52544 0.538 0.136 0.034 -0.64
C 1.26157 -0.17406 -0.05288 -0.058 0.004 -0.101 -0.68
H 2.44715 -3.60163 0.55801 -0.091 0.166 0.028 0.35
H 2.21212 -2.67816 -0.94825 -0.075 0.048 0.074 0.27
H 3.35614 -2.09115 0.29859 -0.126 0.011 0.062 0.35
H 1.13841 -0.40108 -1.11480 -0.046 -0.044 0.092 0.38
H 2.24932 0.25662 0.12693 -0.074 -0.081 0.095 0.43
H 0.49476 0.54057 0.25552 0.064 -0.180 0.014 -0.07
C 6.08237 8.25030 2.56888 -0.009 -0.091 -0.110 -0.95
S 6.39889 8.20558 4.34949 0.074 -0.388 0.021 0.41
O 7.15744 6.94471 4.64079 -0.376 0.783 -0.336 -0.54
C 4.67930 7.93057 4.83916 -0.051 -0.138 -0.006 -0.89
H 7.03530 8.37747 2.05051 -0.065 -0.008 0.177 0.31
H 5.61775 7.31513 2.24758 0.040 0.035 0.127 0.31
H 5.42888 9.09408 2.33509 0.055 -0.040 0.087 0.37
H 4.30078 7.01464 4.37853 0.103 0.032 0.037 0.27
H 4.07098 8.78444 4.53208 0.113 -0.017 0.010 0.39
H 4.63959 7.83169 5.92657 0.116 0.022 -0.153 0.31
C -3.75895 -0.91059 -3.73663 -0.125 -0.043 -0.121 -0.91
S -2.00137 -1.20553 -3.42570 -0.032 -0.022 0.322 0.48
O -1.59349 -2.39739 -4.24006 -0.279 0.040 0.093 -0.59
C -2.20346 -1.75941 -1.71551 -0.005 -0.058 -0.195 -0.64
H -3.87823 -0.58829 -4.77339 0.101 -0.038 0.102 0.33
H -4.32703 -1.82988 -3.57594 0.118 0.004 0.010 0.30
H -4.12086 -0.12408 -3.07023 0.159 -0.044 -0.021 0.26
H -2.86705 -2.62698 -1.67890 0.040 0.030 -0.154 0.44
H -2.61567 -0.94574 -1.11426 0.162 0.033 -0.147 0.24
H -1.22262 -2.03742 -1.32245 -0.197 0.102 -0.069 0.07
C -3.92711 3.14268 -1.01194 -0.099 -0.043 -0.120 -0.96
S -2.16953 2.84774 -0.70100 -0.023 -0.267 0.176 0.38
O -1.76165 1.65588 -1.51536 -0.305 0.242 0.232 -0.50
C -2.37162 2.29386 1.00919 0.044 -0.022 -0.153 -0.75
H -4.04639 3.46498 -2.04869 0.112 -0.036 0.105 0.33
H -4.49519 2.22339 -0.85124 0.113 0.014 0.031 0.26
H -4.28902 3.92918 -0.34553 0.100 -0.062 -0.026 0.38
H -3.03521 1.42629 1.04580 0.057 0.057 -0.098 0.33
H -2.78383 3.10753 1.61043 0.119 -0.041 -0.034 0.45
H -1.39079 2.01585 1.40225 -0.119 0.126 -0.030 0.07
C -1.87320 -5.42548 -5.68270 0.009 -0.056 -0.037 -0.94
S -3.23724 -6.29729 -6.49023 0.265 -0.098 0.227 0.55
O -3.16951 -7.73370 -6.06337 0.024 0.367 -0.309 -0.62
C -2.56019 -6.19556 -8.16463 0.088 -0.087 -0.096 -0.89
H -2.06516 -5.40157 -4.60774 -0.074 0.044 -0.201 0.30
H -0.93189 -5.94729 -5.87057 -0.136 -0.074 -0.051 0.33
H -1.81781 -4.40250 -6.06231 -0.087 -0.051 0.144 0.36
H -1.57652 -6.67043 -8.20020 -0.085 0.014 0.103 0.29
H -2.48243 -5.14787 -8.46423 -0.063 -0.074 0.080 0.36
H -3.23798 -6.71616 -8.84537 0.027 0.104 0.141 0.29
C -8.38979 -8.93609 -7.81843 -0.097 -0.060 -0.115 -0.93
S -7.00266 -7.79440 -7.60593 0.035 0.337 -0.261 0.57
O -7.24000 -6.62326 -8.51267 0.075 -0.648 0.270 -0.63
C -5.76613 -8.85186 -8.39658 0.017 -0.031 -0.159 -0.68
H -9.29186 -8.46264 -7.42464 0.190 0.035 -0.016 0.32
H -8.53179 -9.15957 -8.87840 0.068 0.075 0.052 0.28
H -8.19362 -9.85655 -7.26352 0.041 0.106 -0.004 0.34
H -6.06916 -9.08039 -9.42143 -0.094 0.087 0.080 0.36
H -5.65461 -9.77508 -7.82327 0.016 0.146 0.035 0.33
H -4.81233 -8.31907 -8.41171 -0.212 -0.066 0.174 0.01
```
Forces are in eV/Å.